ORCA calculation (the ωB97M-V functional and the def2-TZVPD basis) on a structure of composition C19H41N9O9PSY in a non-equilibrium geometry.

Its spin multiplicity is 1. The charge is +2. For the LUMO energy, the calculation gives -4.5 eV. For the HOMO-LUMO gap, the calculation gives 8.98 eV. Its HOMO energy is -13.5 eV. Its total energy is -2696.13761 Ha.

Positions of all 81 atoms, in Å:
Y 0.100441 -1.497369 -0.201112
O 3.691073 -3.509437 -2.215921
C 2.854125 -2.653373 -1.673999
O 1.654132 -2.822053 -1.586761
C 3.526451 -1.396357 -1.181034
O 2.701392 -0.736293 -0.238964
C 3.014052 -1.119375 1.115884
C 2.485566 -2.521401 1.421012
O 3.219101 -3.368395 1.864256
O 1.214504 -2.658193 1.119241
H 3.195319 -4.281737 -2.532981
H 3.668616 -0.741183 -2.041985
H 4.506852 -1.628235 -0.764942
H 2.502739 -0.385970 1.738181
H 4.087258 -1.068844 1.289405
C -3.387680 -5.808657 1.290518
C -3.153825 -5.166599 -0.025108
N -3.722727 -5.473034 -1.144941
N -3.156796 -4.615366 -2.058442
C -2.259696 -3.782231 -1.541810
S -1.309114 -2.620642 -2.313757
N -2.269516 -4.119384 -0.225061
N -1.443871 -3.490217 0.706366
H -4.100616 -6.617585 1.156550
H -3.797860 -5.100732 2.012589
H -2.461849 -6.219654 1.695419
H -3.420641 -4.671778 -3.028587
H -0.707964 -4.124789 1.011263
H -1.998254 -3.210531 1.507948
C 1.771391 0.520789 -4.051255
N 0.884008 1.582096 -3.578271
C 0.683601 2.667890 -4.538059
P 0.435988 1.696178 -2.021415
O 0.313327 0.310209 -1.433600
N 1.493953 2.582586 -1.162419
C 2.449766 3.523345 -1.741217
C 1.353378 2.671367 0.285873
N -1.031839 2.449855 -1.940761
C -2.146079 1.820741 -2.663176
C -1.157677 3.905107 -1.814830
H 1.411674 0.158070 -5.014675
H 1.762985 -0.312152 -3.353201
H 2.795574 0.883825 -4.179739
H 0.216621 2.278998 -5.443552
H 1.634044 3.130119 -4.813673
H 0.040111 3.440283 -4.127544
H 2.646203 3.286207 -2.782553
H 3.393386 3.450121 -1.199479
H 2.095569 4.556406 -1.674344
H 0.646070 1.925304 0.649455
H 0.997926 3.660993 0.592311
H 2.318696 2.491954 0.764467
H -2.069377 0.733810 -2.617248
H -2.184861 2.137899 -3.708979
H -3.092991 2.124181 -2.203284
H -0.260433 4.329415 -1.373286
H -2.004132 4.152044 -1.171441
H -1.335951 4.384842 -2.780834
C 1.457999 -0.216499 4.202829
N 0.346936 0.678590 3.878390
C 0.202269 1.877531 4.719862
C -1.241687 2.317263 4.804073
C -1.803128 2.459287 3.406911
N -1.610261 1.179415 2.703685
C -2.545837 0.700818 1.783931
C -0.486235 0.390186 2.873096
O -0.311487 -0.565085 2.088062
H 1.370072 -0.518315 5.246132
H 2.412590 0.295484 4.069434
H 1.413913 -1.098605 3.574155
H 0.826863 2.677214 4.311436
H 0.596625 1.630297 5.703655
H -1.312297 3.263562 5.337989
H -1.827265 1.578039 5.354058
H -1.309675 3.269704 2.863789
H -2.870378 2.671608 3.432772
H -2.802276 -0.345452 1.890675
H -2.408611 1.242277 -0.256709
H -3.419158 1.345186 1.748618
O -1.948813 0.690276 0.397254
O -2.022302 -0.655854 -0.190600

Forces on atoms 1 to 3 (eV/Å):
-0.5 0.5 -0.5
-0.2 0.1 0.0
0.3 0.0 0.1